[1]
{
  "formula": "C31H55BrNO3P3Ti",
  "method": "ωB97M-V/def2-TZVPD",
  "e_above_lowest_kj_mol": 154.6,
  "charge": 2,
  "spin_multiplicity": 3,
  "molar_mass_g_mol": 710.5,
  "elements": ["N", "C", "C", "C", "C", "C", "C", "Ti", "P", "C", "C", "C", "C", "C", "C", "C", "Br", "H", "H", "H", "H", "H", "H", "H", "H", "H", "H", "P", "C", "C", "H", "H", "H", "H", "H", "C", "C", "H", "H", "H", "H", "H", "C", "C", "H", "H", "H", "H", "H", "C", "C", "H", "H", "H", "H", "H", "C", "C", "H", "H", "H", "H", "H", "C", "C", "H", "H", "H", "H", "H", "C", "C", "O", "P", "O", "C", "C", "O", "C", "C", "H", "H", "H", "H", "H", "H", "H", "H", "H", "H", "H", "H", "H", "H", "H"],
  "coordinates": [[3.477, 1.980, 5.395], [2.365, 1.382, 5.836], [1.904, 0.176, 5.294], [2.652, -0.418, 4.251], [3.945, 0.105, 3.987], [4.277, 1.349, 4.529], [2.100, -1.502, 3.504], [-0.520, -1.342, -0.779], [-1.900, -0.781, -2.942], [2.506, -1.861, 2.251], [1.627, -2.399, 1.234], [2.200, -2.715, -0.026], [1.403, -3.190, -1.071], [0.010, -3.367, -0.877], [-0.580, -3.164, 0.410], [0.205, -2.497, 1.390], [-1.071, -4.432, -2.345], [1.335, -2.089, 4.009], [3.546, -1.713, 1.920], [0.965, -0.261, 5.644], [4.695, -0.417, 3.371], [1.779, 1.890, 6.614], [5.210, 1.844, 4.221], [3.281, -2.571, -0.159], [-0.227, -2.161, 2.338], [1.808, -3.701, -1.952], [-1.554, -3.611, 0.606], [1.072, 1.002, -1.085], [-3.143, -1.925, -2.192], [-3.926, -2.834, -3.134], [-3.858, -1.301, -1.626], [-2.611, -2.554, -1.450], [-4.709, -3.340, -2.552], [-4.415, -2.280, -3.939], [-3.286, -3.611, -3.555], [-0.728, -1.583, -4.112], [-1.215, -1.820, -5.548], [-0.410, -2.554, -3.675], [0.172, -0.945, -4.127], [-0.441, -2.375, -6.100], [-2.132, -2.415, -5.568], [-1.372, -0.861, -6.058], [-2.809, 0.606, -3.720], [-4.042, 0.254, -4.573], [-2.106, 1.221, -4.309], [-3.129, 1.235, -2.865], [-4.430, 1.156, -5.074], [-3.804, -0.474, -5.361], [-4.857, -0.142, -3.947], [0.606, 2.775, -1.433], [-0.536, 3.021, -2.404], [1.536, 3.250, -1.778], [0.348, 3.249, -0.473], [-0.666, 4.098, -2.579], [-0.374, 2.556, -3.380], [-1.479, 2.648, -1.998], [1.866, 0.661, -2.706], [2.927, -0.421, -2.649], [2.282, 1.616, -3.056], [1.064, 0.386, -3.405], [3.161, -0.787, -3.659], [3.864, -0.062, -2.205], [2.590, -1.288, -2.066], [2.645, 1.373, -0.130], [2.646, 2.522, 0.873], [3.436, 1.530, -0.886], [2.883, 0.439, 0.405], [3.634, 2.624, 1.365], [2.424, 3.501, 0.415], [1.916, 2.337, 1.673], [-0.183, 4.553, 2.655], [-0.061, 3.395, 3.602], [-0.161, 2.101, 2.894], [-0.926, 2.083, 1.442], [-2.467, 2.278, 1.820], [-3.126, 2.678, 3.093], [-2.854, 1.761, 4.255], [-1.647, -0.697, 0.458], [-2.973, -0.675, 1.037], [-3.049, -1.637, 2.222], [0.599, 4.529, 1.882], [-0.060, 5.474, 3.234], [-1.172, 4.605, 2.166], [-0.851, 3.419, 4.364], [0.914, 3.355, 4.100], [-2.833, 3.712, 3.288], [-4.181, 2.651, 2.810], [-1.799, 1.767, 4.564], [-3.460, 2.124, 5.099], [-3.153, 0.717, 4.037], [-3.242, 0.352, 1.341], [-3.685, -1.014, 0.252], [-2.409, -1.278, 3.057], [-4.087, -1.740, 2.569], [-2.705, -2.631, 1.908]],
  "forces_ev_per_a": [[0.0, 0.4, 0.3], [0.1, -0.4, -0.6], [0.3, 0.2, -0.5], [1.5, 0.6, 1.4], [-0.2, 0.4, 0.0], [-0.4, -0.6, 0.0], [0.1, -1.3, -0.7], [0.2, 2.9, -0.7], [0.9, 0.0, 0.9], [-0.2, 0.1, 0.2], [0.2, -0.1, -0.3], [-0.4, -0.2, 0.1], [0.0, -0.7, 0.1], [-1.0, -2.5, -0.8], [1.3, -1.1, 0.6], [0.4, -1.2, -0.4], [1.6, 0.2, 2.2], [-0.6, 0.5, -0.4], [-0.6, 0.6, 0.1], [0.3, 0.1, -0.2], [-0.7, 0.3, 0.1], [0.4, -0.1, -0.3], [-0.5, -0.2, 0.4], [-0.5, -0.3, 0.0], [0.0, -0.3, -0.5], [0.1, 0.9, 0.1], [0.1, 0.6, 0.0], [0.9, 0.6, -0.1], [-0.3, 0.0, -0.5], [-0.4, -0.3, 0.2], [0.4, 0.0, -0.3], [-0.4, 0.3, -0.2], [0.1, 0.0, -0.2], [0.2, -0.2, 0.1], [-0.2, 0.2, -0.1], [-0.2, -0.5, -0.6], [0.4, -0.1, -0.1], [-0.2, 0.8, -0.2], [-0.5, -0.2, 0.0], [-0.3, 0.2, 0.1], [0.1, 0.2, -0.1], [-0.1, -0.3, 0.0], [-0.3, 0.4, 0.0], [-0.1, 0.0, -0.1], [-0.1, -0.4, 0.3], [0.2, -0.2, -0.4], [0.2, -0.3, 0.3], [-0.1, 0.2, 0.3], [0.3, 0.1, -0.3], [-0.3, -0.1, 0.3], [-0.2, 0.2, -0.1], [-0.2, -0.1, 0.1], [0.2, 0.0, -0.3], [0.1, -0.3, 0.0], [0.0, 0.0, 0.1], [0.0, -0.1, -0.1], [-0.3, 0.2, -0.3], [0.3, -0.5, -0.3], [0.0, -0.2, 0.0], [0.3, 0.2, 0.2], [0.0, 0.2, 0.3], [-0.2, -0.1, -0.1], [0.1, 0.3, -0.2], [0.2, -0.5, 0.0], [0.0, 0.4, 0.4], [-0.3, 0.0, 0.4], [0.1, 0.2, -0.2], [-0.5, -0.2, -0.3], [0.1, -0.4, 0.1], [0.2, 0.1, -0.1], [0.1, 0.4, -0.2], [0.2, -0.2, 0.6], [-0.9, 0.3, -2.6], [-1.3, -0.6, 3.3], [2.1, 0.2, -0.5], [-0.5, -0.1, -0.2], [0.1, -0.5, 0.3], [-2.1, 2.0, 1.1], [0.2, -0.8, -0.4], [0.2, 0.2, 0.1], [-0.1, 0.0, 0.2], [0.0, 0.0, -0.2], [0.2, 0.0, 0.2], [0.3, 0.0, -0.2], [-0.2, 0.0, -0.1], [0.0, -0.1, -0.1], [0.2, 0.1, 0.1], [-0.5, -0.1, -0.1], [0.2, -0.2, -0.3], [0.1, 0.6, 0.1], [0.1, -0.6, -0.3], [0.3, 0.4, 0.6], [-0.4, -0.3, -0.4], [0.3, 0.1, 0.0], [-0.2, 0.3, 0.3]],
  "mulliken_spin": [0.044, -0.024, 0.040, -0.010, 0.046, -0.017, 0.206, 1.226, 0.044, -0.174, 0.040, 0.039, 0.082, 0.049, -0.041, 0.217, 0.052, -0.003, 0.006, 0.003, 0.002, 0.000, 0.000, 0.009, 0.025, 0.000, -0.009, 0.086, 0.047, 0.006, 0.006, -0.031, 0.000, 0.000, -0.001, -0.005, -0.001, -0.001, 0.003, 0.000, 0.001, 0.000, 0.005, 0.000, 0.001, 0.000, 0.000, 0.000, 0.000, 0.000, 0.011, -0.001, 0.000, 0.000, 0.000, -0.003, 0.000, 0.014, 0.000, -0.018, 0.001, 0.001, -0.002, 0.015, -0.001, -0.001, -0.001, 0.000, 0.000, 0.002, 0.002, 0.001, 0.000, 0.045, 0.004, 0.000, 0.000, -0.044, 0.013, 0.001, -0.001, 0.000, 0.000, -0.001, 0.000, 0.000, 0.000, 0.000, 0.000, 0.000, -0.004, -0.003, 0.001, 0.001, 0.001]
}

=====

[2]
{
  "formula": "C45H42BaGeINO5SSi",
  "method": "ωB97M-V/def2-TZVPD",
  "e_tot_ha": -5258.68057,
  "charge": -1,
  "spin_multiplicity": 2,
  "molar_mass_g_mol": 1073.8,
  "elements": ["Ba", "O", "C", "O", "C", "C", "C", "C", "C", "C", "N", "O", "O", "H", "H", "H", "H", "C", "Ge", "C", "C", "C", "C", "C", "C", "C", "C", "C", "C", "C", "C", "C", "C", "C", "C", "H", "H", "H", "H", "H", "H", "H", "H", "H", "H", "H", "H", "H", "H", "H", "C", "C", "C", "C", "C", "C", "Si", "C", "C", "C", "C", "C", "C", "C", "C", "C", "C", "C", "C", "H", "H", "H", "H", "H", "H", "H", "H", "H", "H", "H", "H", "H", "H", "H", "I", "C", "H", "H", "C", "S", "C", "O", "H", "H", "H", "H", "H", "H"],
  "coordinates": [[0.144, -0.407, 0.917], [-1.729, -2.083, 0.936], [-0.914, -2.879, 1.461], [0.352, -2.817, 1.266], [-1.423, -3.934, 2.400], [-0.572, -4.909, 2.899], [-1.052, -5.901, 3.746], [-2.394, -5.918, 4.105], [-3.202, -4.926, 3.593], [-2.772, -3.932, 2.751], [-4.678, -4.945, 3.986], [-5.394, -4.114, 3.491], [-5.029, -5.802, 4.764], [0.472, -4.868, 2.621], [-0.388, -6.662, 4.136], [-2.808, -6.670, 4.758], [-3.438, -3.172, 2.371], [-1.539, 3.817, 0.156], [-1.786, 1.868, -0.129], [-3.738, 1.752, 0.338], [-4.737, 2.439, -0.358], [-6.073, 2.359, 0.009], [-6.451, 1.577, 1.095], [-5.482, 0.883, 1.802], [-4.145, 0.973, 1.423], [-1.989, 1.870, -2.155], [-1.537, 2.905, -2.933], [-1.570, 2.869, -4.356], [-2.060, 1.785, -5.013], [-2.550, 0.675, -4.267], [-3.069, -0.478, -4.918], [-3.532, -1.543, -4.202], [-3.496, -1.507, -2.786], [-3.005, -0.408, -2.142], [-2.513, 0.724, -2.858], [-2.293, 4.407, -0.374], [-0.546, 4.167, -0.143], [-1.635, 4.008, 1.227], [-4.465, 3.047, -1.216], [-6.822, 2.907, -0.551], [-7.493, 1.512, 1.386], [-5.759, 0.266, 2.650], [-3.405, 0.421, 1.996], [-1.138, 3.796, -2.459], [-1.204, 3.722, -4.919], [-2.084, 1.748, -6.097], [-3.094, -0.491, -6.002], [-3.929, -2.412, -4.713], [-3.861, -2.347, -2.208], [-3.002, -0.387, -1.058], [6.410, -1.995, 1.971], [5.334, -2.418, 1.200], [4.358, -1.509, 0.826], [4.439, -0.162, 1.204], [5.521, 0.243, 1.989], [6.501, -0.669, 2.364], [3.155, 1.026, 0.613], [3.229, 1.192, -1.230], [2.162, 1.823, -1.886], [2.174, 2.011, -3.257], [3.266, 1.571, -4.000], [4.329, 0.946, -3.371], [4.311, 0.752, -1.991], [3.295, 2.680, 1.396], [2.860, 2.846, 2.715], [2.994, 4.070, 3.356], [3.559, 5.142, 2.682], [3.986, 4.998, 1.368], [3.851, 3.776, 0.722], [7.174, -2.702, 2.271], [5.255, -3.455, 0.896], [3.520, -1.848, 0.225], [5.603, 1.275, 2.307], [7.338, -0.340, 2.969], [1.293, 2.166, -1.329], [1.329, 2.488, -3.738], [3.283, 1.719, -5.074], [5.180, 0.608, -3.950], [5.148, 0.259, -1.510], [2.394, 2.034, 3.262], [2.641, 4.172, 4.374], [3.656, 6.101, 3.177], [4.417, 5.841, 0.842], [4.178, 3.677, -0.306], [0.646, 1.138, 5.432], [-0.524, 0.525, 3.635], [-1.187, 1.399, 3.544], [-1.152, -0.244, 4.115], [0.114, -1.835, -3.364], [0.340, -2.114, -1.639], [1.609, -3.340, -1.725], [1.097, -0.818, -1.198], [1.092, -1.667, -3.816], [-0.508, -0.950, -3.464], [-0.398, -2.689, -3.806], [1.286, -4.150, -2.379], [1.782, -3.716, -0.717], [2.492, -2.842, -2.129]],
  "forces_ev_per_a": [[-0.2, 2.5, 2.8], [-0.3, -0.8, 0.3], [0.5, -0.2, -0.3], [-0.8, -1.3, 0.2], [-0.3, 0.0, 0.0], [0.0, -0.1, 0.1], [-0.1, 0.0, 0.0], [0.3, 0.0, -0.1], [-1.3, 0.0, 0.4], [0.4, 0.0, -0.1], [1.4, 0.0, -0.3], [-0.3, 0.3, -0.1], [-0.2, -0.3, 0.3], [0.0, 0.0, 0.0], [0.0, 0.0, 0.0], [0.0, 0.0, 0.0], [0.0, 0.0, 0.0], [0.1, 0.3, 0.0], [-0.6, 0.4, -0.6], [-0.1, 0.0, 0.1], [0.1, 0.0, -0.1], [0.0, 0.0, 0.0], [0.0, 0.0, 0.0], [0.1, 0.0, 0.0], [0.0, 0.0, 0.0], [-0.1, -0.2, -0.1], [0.1, 0.1, -0.2], [0.1, 0.1, 0.3], [-0.1, -0.2, 0.1], [0.0, 0.1, -0.4], [0.1, 0.1, 0.0], [0.0, -0.1, 0.2], [0.0, -0.1, -0.2], [0.1, 0.1, 0.0], [0.0, -0.1, 0.5], [0.0, 0.0, 0.0], [0.0, 0.0, 0.0], [0.0, 0.0, 0.0], [0.0, 0.0, 0.0], [0.0, 0.0, 0.0], [0.0, 0.0, 0.0], [0.0, 0.0, 0.0], [0.0, 0.0, 0.0], [0.0, 0.0, 0.0], [0.0, 0.0, 0.0], [0.0, 0.0, 0.0], [0.0, 0.0, 0.0], [0.0, 0.0, 0.0], [0.0, 0.0, 0.0], [0.0, 0.0, 0.0], [0.0, -0.1, 0.0], [0.0, 0.1, 0.0], [0.1, 0.0, 0.0], [0.2, -0.3, 0.1], [0.0, -0.1, 0.0], [0.0, 0.1, 0.0], [0.3, 0.2, -0.3], [-0.2, 0.2, -0.3], [0.1, 0.0, -0.1], [0.1, 0.0, 0.0], [-0.1, 0.1, -0.1], [0.1, -0.1, 0.1], [-0.1, 0.0, -0.2], [0.0, 0.4, 0.3], [0.1, 0.2, 0.1], [0.0, -0.1, 0.0], [0.0, 0.1, 0.0], [0.0, 0.0, -0.1], [-0.1, 0.0, 0.2], [0.0, 0.0, 0.0], [0.0, 0.0, 0.0], [0.0, 0.0, 0.0], [0.0, 0.0, 0.0], [0.0, 0.0, 0.0], [0.0, 0.0, 0.1], [0.0, 0.0, 0.0], [0.0, 0.0, 0.0], [0.0, 0.0, 0.0], [0.0, 0.0, 0.0], [0.0, -0.1, 0.0], [0.0, 0.0, 0.0], [0.0, 0.0, 0.0], [0.0, 0.0, 0.0], [0.0, 0.0, 0.0], [0.0, -0.1, -0.1], [0.1, 0.0, 0.2], [0.0, 0.0, 0.0], [0.0, 0.0, -0.1], [0.0, -0.1, -0.5], [0.5, 1.4, 0.1], [0.3, -0.3, 0.0], [0.1, -2.1, -2.1], [0.0, 0.0, 0.0], [-0.1, 0.1, 0.0], [0.0, 0.0, 0.0], [0.0, 0.0, 0.0], [0.0, 0.1, 0.0], [0.0, -0.1, 0.0]],
  "mulliken_spin": [0.049, -0.006, -0.009, -0.028, 0.006, 0.000, 0.000, 0.000, 0.000, -0.001, 0.000, 0.000, 0.000, 0.000, 0.000, 0.000, 0.001, -0.002, 0.037, 0.000, 0.001, 0.000, 0.000, 0.000, -0.001, 0.001, 0.001, 0.000, 0.000, 0.000, 0.000, 0.000, 0.000, 0.001, -0.003, 0.000, 0.001, -0.001, 0.000, 0.000, 0.000, 0.000, 0.000, 0.000, 0.000, 0.000, 0.000, 0.000, 0.000, -0.001, 0.030, -0.006, 0.015, 0.067, 0.027, -0.013, 0.592, 0.064, -0.020, 0.000, 0.024, -0.009, 0.036, 0.138, -0.004, 0.001, 0.021, -0.005, 0.041, 0.003, -0.001, -0.006, 0.006, -0.001, -0.009, 0.001, 0.002, -0.001, 0.009, 0.062, -0.001, 0.002, -0.001, 0.005, -0.001, -0.008, 0.001, 0.001, 0.000, -0.006, 0.000, -0.103, 0.000, 0.000, 0.000, 0.000, 0.000, 0.000]
}

=====

[3]
{
  "formula": "C20H23Br2N3O",
  "method": "ωB97M-V/def2-TZVPD",
  "e_above_lowest_kj_mol": 36.6,
  "smiles": "Cc1ccc(CN2CCN(/N=C/c3cc(Br)cc(Br)c3O)CC2)c(C)c1",
  "molar_mass_g_mol": 481.2,
  "elements": ["C", "C", "C", "C", "C", "C", "C", "H", "H", "C", "N", "C", "H", "C", "N", "N", "C", "C", "C", "C", "C", "C", "C", "O", "H", "Br", "H", "Br", "H", "H", "C", "H", "C", "H", "H", "H", "H", "H", "H", "H", "H", "C", "H", "H", "H", "H", "H", "H", "H"],
  "coordinates": [[3.444, 4.626, 4.195], [2.867, 3.970, 2.977], [1.934, 4.621, 2.186], [1.373, 4.026, 1.063], [1.757, 2.727, 0.725], [2.702, 2.076, 1.507], [3.250, 2.683, 2.619], [3.983, 2.157, 3.214], [3.002, 1.078, 1.228], [1.194, 2.033, -0.492], [1.224, 0.589, -0.335], [1.154, -0.165, -1.566], [1.854, 0.260, -2.289], [-0.266, -0.207, -2.163], [-1.185, -0.727, -1.169], [-1.669, -1.935, -1.094], [-1.601, -2.838, -1.999], [-2.240, -4.115, -1.812], [-2.169, -5.062, -2.836], [-2.764, -6.300, -2.704], [-3.451, -6.646, -1.556], [-3.519, -5.709, -0.540], [-2.935, -4.448, -0.624], [-3.008, -3.555, 0.375], [-3.516, -3.929, 1.114], [-4.465, -6.169, 1.066], [-3.918, -7.612, -1.449], [-2.643, -7.559, -4.128], [-1.640, -4.815, -3.743], [-1.081, -2.719, -2.953], [-1.171, 0.018, 0.069], [-1.831, -0.491, 0.770], [0.264, 0.083, 0.627], [0.293, 0.714, 1.517], [0.574, -0.929, 0.905], [-1.551, 1.028, -0.120], [-0.286, -0.826, -3.060], [-0.591, 0.803, -2.433], [1.469, -1.190, -1.343], [0.183, 2.412, -0.699], [1.821, 2.286, -1.354], [0.381, 4.793, 0.239], [0.274, 5.806, 0.619], [-0.600, 4.317, 0.268], [0.700, 4.848, -0.801], [1.634, 5.627, 2.448], [2.993, 4.208, 5.095], [4.518, 4.456, 4.251], [3.258, 5.697, 4.187]],
  "forces_ev_per_a": [[0.0, 0.0, 0.0], [0.0, 0.0, 0.0], [0.1, -0.1, 0.0], [0.0, -0.1, 0.0], [0.0, 0.1, 0.1], [0.0, 0.0, 0.0], [0.0, 0.1, 0.0], [0.1, -0.1, 0.1], [0.0, -0.1, 0.0], [0.0, -0.1, 0.0], [0.2, 0.1, -0.1], [-0.2, -0.1, -0.3], [0.0, 0.0, 0.0], [0.4, -0.2, -0.1], [0.1, 0.8, -0.2], [-0.2, -0.6, 0.1], [0.5, 0.7, -0.4], [-0.4, -0.7, 0.4], [-0.1, 0.1, 0.2], [-0.1, -0.2, -0.1], [0.1, 0.1, -0.1], [-0.2, -0.1, 0.3], [0.0, -0.3, -0.3], [-0.2, 0.0, 0.4], [0.1, -0.1, -0.2], [0.2, 0.1, -0.3], [0.0, 0.0, 0.0], [0.0, 0.1, 0.1], [0.1, 0.0, -0.1], [0.0, 0.1, 0.1], [0.3, 0.1, 0.4], [0.0, 0.1, -0.1], [-0.4, 0.0, 0.1], [0.0, -0.1, 0.1], [-0.1, 0.0, 0.1], [0.0, 0.0, 0.0], [0.0, 0.1, 0.0], [0.0, -0.1, -0.1], [0.0, 0.0, -0.1], [0.1, 0.1, -0.1], [-0.1, 0.0, -0.1], [0.0, -0.1, 0.0], [0.0, 0.1, 0.0], [-0.1, 0.0, -0.1], [-0.1, 0.0, -0.1], [0.0, 0.1, 0.0], [0.0, 0.0, 0.1], [0.1, 0.0, 0.1], [0.0, 0.1, 0.0]],
  "nbo_charge": [-0.625, -0.012, -0.208, -0.034, 0.032, -0.209, -0.222, 0.207, 0.227, -0.262, -0.451, -0.218, 0.202, -0.267, -0.225, -0.163, -0.077, -0.104, -0.215, -0.089, -0.266, -0.144, 0.354, -0.650, 0.487, 0.035, 0.242, 0.048, 0.225, 0.156, -0.234, 0.236, -0.238, 0.216, 0.201, 0.184, 0.214, 0.200, 0.199, 0.174, 0.210, -0.631, 0.218, 0.215, 0.215, 0.200, 0.219, 0.217, 0.213]
}